Record 1
{"formula": "C21H49BrN8O5P2", "method": "wB97M-V/def2-TZVPD", "smiles": "C[C@@](Br)(C#N)[C@@H](C#N)COCOCCO.CN(C)P(=O)(N(C)C)N(C)C.CN(C)P(=O)(N(C)C)N(C)C", "symbols": ["C", "C", "Br", "C", "N", "C", "C", "N", "C", "O", "C", "O", "C", "C", "O", "H", "H", "H", "H", "H", "H", "H", "H", "H", "H", "H", "H", "H", "C", "N", "C", "P", "O", "N", "C", "C", "N", "C", "C", "H", "H", "H", "H", "H", "H", "H", "H", "H", "H", "H", "H", "H", "H", "H", "H", "H", "H", "C", "N", "C", "P", "O", "N", "C", "C", "N", "C", "C", "H", "H", "H", "H", "H", "H", "H", "H", "H", "H", "H", "H", "H", "H", "H", "H", "H", "H"], "positions_angstrom": [[0.335, 3.963, -0.259], [-0.304, 3.450, 1.127], [-1.752, 4.711, 1.653], [-0.969, 2.005, 0.794], [-1.353, 0.893, 0.515], [0.775, 3.267, 2.329], [1.415, 1.810, 2.145], [1.799, 0.672, 2.165], [1.848, 4.458, 2.438], [2.941, 4.204, 3.355], [4.109, 3.665, 2.686], [5.263, 4.529, 2.690], [4.913, 5.933, 2.579], [6.130, 6.624, 1.739], [6.294, 5.833, 0.504], [-0.417, 4.049, -1.115], [1.234, 3.281, -0.485], [0.761, 5.016, -0.055], [0.149, 3.302, 3.307], [2.300, 4.798, 1.444], [1.274, 5.372, 2.872], [3.814, 3.275, 1.636], [4.415, 2.716, 3.281], [3.959, 6.149, 1.985], [4.884, 6.352, 3.661], [7.120, 6.604, 2.344], [5.866, 7.688, 1.395], [6.506, 6.467, -0.231], [2.126, -5.324, 1.202], [3.512, -5.091, 1.547], [3.664, -4.951, 2.994], [4.881, -4.628, 0.636], [5.607, -5.949, 0.957], [4.765, -4.993, -1.046], [3.532, -5.060, -1.812], [5.632, -6.079, -1.539], [4.112, -3.062, 0.274], [5.149, -2.038, 0.545], [2.840, -2.491, 0.681], [1.466, -4.571, 1.645], [1.785, -6.295, 1.581], [1.928, -5.323, 0.134], [3.788, -3.899, 3.269], [4.550, -5.499, 3.342], [2.808, -5.345, 3.548], [2.950, -5.952, -1.557], [3.743, -5.116, -2.885], [2.915, -4.169, -1.691], [5.246, -7.060, -1.239], [6.653, -5.971, -1.166], [5.715, -6.064, -2.630], [5.364, -1.985, 1.618], [4.861, -1.042, 0.197], [6.080, -2.293, 0.026], [2.693, -2.491, 1.765], [2.002, -2.975, 0.177], [2.757, -1.447, 0.359], [-5.123, -0.015, -3.698], [-5.078, 0.474, -2.335], [-3.750, 0.271, -1.760], [-6.288, 0.901, -1.208], [-5.795, 2.360, -1.153], [-7.796, 1.339, -1.924], [-8.307, 0.838, -3.188], [-8.161, 2.765, -1.851], [-6.869, -0.783, -1.192], [-7.022, -1.138, 0.240], [-6.398, -1.976, -1.874], [-4.762, -1.046, -3.769], [-4.476, 0.585, -4.351], [-6.113, 0.002, -4.143], [-3.752, -0.584, -1.078], [-3.438, 1.156, -1.192], [-2.983, 0.093, -2.519], [-7.758, 1.259, -4.037], [-9.358, 1.117, -3.320], [-8.294, -0.251, -3.243], [-7.582, 3.359, -2.568], [-8.000, 3.166, -0.848], [-9.224, 2.920, -2.062], [-6.042, -1.193, 0.727], [-7.538, -2.091, 0.387], [-7.616, -0.377, 0.758], [-5.335, -2.177, -1.711], [-6.628, -1.947, -2.939], [-6.937, -2.864, -1.524]]}


Record 2
{"formula": "C3H12OSi2", "method": "wB97M-V/def2-TZVPD", "smiles": "CC[C@@H]([SiH3])O[SiH3]", "relative_energy_kcal_mol": 69.0, "symbols": ["C", "C", "C", "Si", "O", "Si", "H", "H", "H", "H", "H", "H", "H", "H", "H", "H", "H", "H"], "positions_angstrom": [[2.001, 0.319, -0.625], [0.768, 1.209, -0.420], [-0.370, 0.348, 0.480], [-2.030, 1.184, 0.596], [-0.633, -0.857, -0.236], [-0.191, -2.352, 0.134], [2.706, 0.681, -1.364], [2.529, 0.062, 0.219], [1.619, -0.547, -1.180], [1.027, 2.115, 0.172], [0.336, 1.438, -1.346], [0.077, 0.308, 1.414], [-2.291, 1.985, -0.722], [-1.758, 1.831, 1.876], [-3.242, 0.403, 0.784], [-0.629, -3.061, -1.213], [1.267, -2.482, 0.078], [-1.188, -2.585, 1.354]]}


Record 3
{"formula": "C37H75F2N2O6P", "method": "wB97M-V/def2-TZVPD", "total_charge": -2, "symbols": ["C", "C", "C", "N", "C", "C", "O", "C", "C", "O", "O", "P", "C", "N", "C", "C", "C", "F", "C", "O", "O", "O", "C", "F", "H", "H", "H", "H", "H", "H", "H", "H", "H", "H", "H", "H", "H", "H", "H", "H", "H", "H", "H", "C", "C", "C", "C", "C", "C", "H", "H", "H", "H", "H", "H", "H", "H", "H", "H", "H", "H", "H", "H", "C", "C", "C", "C", "C", "C", "H", "H", "H", "H", "H", "H", "H", "H", "H", "H", "H", "H", "H", "H", "C", "C", "C", "C", "C", "C", "H", "H", "H", "H", "H", "H", "H", "H", "H", "H", "H", "H", "H", "H", "C", "C", "C", "C", "C", "C", "H", "H", "H", "H", "H", "H", "H", "H", "H", "H", "H", "H", "H", "H"], "positions_angstrom": [[-1.670, -3.158, -3.021], [-0.765, -3.795, -3.482], [0.316, -4.588, -4.116], [0.280, -4.560, -5.609], [-1.028, -4.412, -6.157], [-1.793, -5.698, -6.316], [-1.501, -3.364, -6.524], [1.203, -3.619, -6.221], [1.125, -2.157, -5.886], [2.036, -4.036, -6.982], [0.054, -5.866, -3.683], [1.239, -6.550, -2.483], [2.033, -7.531, -3.962], [3.263, -6.972, -4.593], [2.533, -7.294, -1.273], [3.093, -6.312, -0.229], [2.707, -6.639, 1.202], [2.656, -5.476, 1.996], [0.271, -5.810, -0.971], [-0.533, -6.617, -0.443], [0.499, -4.642, -0.575], [2.239, -5.142, -2.803], [1.709, -4.140, -3.499], [1.480, -2.993, -2.721], [-2.427, -2.856, -2.343], [-2.736, -5.616, -5.787], [-1.219, -6.545, -5.962], [-1.969, -5.819, -7.384], [1.472, -1.965, -4.873], [1.770, -1.608, -6.566], [0.114, -1.775, -5.966], [0.386, -7.710, -2.346], [1.306, -7.610, -4.770], [2.218, -8.555, -3.614], [4.101, -7.334, -4.160], [3.289, -7.141, -5.589], [2.025, -8.108, -0.757], [3.380, -7.710, -1.823], [4.186, -6.370, -0.279], [2.825, -5.274, -0.416], [1.729, -7.116, 1.237], [3.469, -7.259, 1.683], [2.474, -3.804, -4.212], [6.647, -1.465, -0.892], [5.852, -1.541, -2.192], [4.932, -2.759, -2.272], [5.643, -4.109, -2.227], [6.688, -4.335, -3.317], [6.094, -4.299, -4.724], [7.322, -2.317, -0.783], [7.256, -0.557, -0.858], [5.978, -1.453, -0.030], [6.542, -1.528, -3.043], [5.239, -0.640, -2.283], [4.334, -2.693, -3.184], [4.214, -2.723, -1.448], [4.882, -4.891, -2.298], [6.117, -4.242, -1.248], [7.151, -5.313, -3.154], [7.497, -3.598, -3.238], [5.298, -5.041, -4.827], [6.859, -4.514, -5.476], [5.671, -3.320, -4.956], [0.282, -1.895, 0.510], [-1.233, -1.959, 0.656], [-1.937, -0.619, 0.442], [-1.561, 0.474, 1.443], [-1.805, 0.128, 2.909], [-3.274, -0.129, 3.234], [0.737, -1.245, 1.267], [0.710, -2.893, 0.615], [0.560, -1.523, -0.478], [-1.492, -2.371, 1.637], [-1.605, -2.674, -0.079], [-3.021, -0.776, 0.464], [-1.708, -0.257, -0.566], [-2.127, 1.384, 1.199], [-0.506, 0.734, 1.314], [-1.450, 0.961, 3.526], [-1.211, -0.741, 3.199], [-3.887, 0.739, 2.975], [-3.407, -0.326, 4.300], [-3.658, -0.992, 2.690], [-0.503, 5.913, 3.903], [-1.559, 4.898, 4.334], [-2.093, 4.046, 3.183], [-2.803, 4.827, 2.077], [-3.984, 5.669, 2.553], [-5.111, 4.847, 3.173], [-0.909, 6.644, 3.201], [-0.121, 6.464, 4.764], [0.341, 5.414, 3.423], [-2.383, 5.418, 4.835], [-1.121, 4.230, 5.080], [-2.771, 3.291, 3.589], [-1.264, 3.491, 2.735], [-3.148, 4.118, 1.320], [-2.086, 5.479, 1.569], [-4.384, 6.222, 1.698], [-3.643, 6.421, 3.270], [-5.485, 4.105, 2.466], [-5.947, 5.490, 3.457], [-4.780, 4.323, 4.071], [-5.571, 12.223, 4.594], [-4.100, 11.863, 4.784], [-3.649, 10.674, 3.938], [-4.367, 9.358, 4.244], [-4.261, 8.880, 5.690], [-2.827, 8.593, 6.127], [-6.228, 11.411, 4.908], [-5.834, 13.103, 5.183], [-5.784, 12.446, 3.546], [-3.904, 11.670, 5.842], [-3.488, 12.729, 4.515], [-2.571, 10.539, 4.063], [-3.800, 10.912, 2.880], [-3.960, 8.583, 3.590], [-5.424, 9.450, 3.976], [-4.850, 7.965, 5.793], [-4.713, 9.612, 6.367], [-2.365, 7.845, 5.478], [-2.803, 8.208, 7.148], [-2.209, 9.492, 6.101]]}


Record 4
{"formula": "C55H81BCsN7O4S2Si3", "method": "wB97M-V/def2-TZVPD", "total_charge": -2, "relative_energy_kcal_mol": 1.0, "symbols": ["Cs", "N", "C", "C", "N", "C", "C", "N", "H", "H", "H", "H", "H", "H", "H", "H", "H", "H", "H", "H", "H", "C", "Si", "C", "C", "C", "Si", "C", "C", "C", "Si", "C", "C", "C", "C", "C", "C", "C", "N", "H", "H", "H", "H", "H", "H", "H", "H", "H", "H", "H", "H", "H", "H", "H", "H", "H", "H", "H", "H", "H", "H", "H", "H", "H", "H", "H", "H", "N", "C", "N", "C", "C", "C", "C", "C", "C", "S", "H", "H", "H", "H", "H", "H", "C", "O", "H", "H", "H", "C", "C", "C", "N", "C", "C", "H", "H", "H", "H", "H", "C", "C", "C", "C", "C", "C", "C", "C", "O", "B", "O", "C", "C", "H", "H", "H", "H", "H", "H", "H", "H", "H", "H", "H", "H", "O", "S", "C", "C", "C", "C", "C", "C", "C", "C", "C", "C", "C", "C", "C", "C", "H", "H", "H", "H", "H", "H", "H", "H", "H", "H", "H", "H", "H", "H"], "positions_angstrom": [[-0.228, -0.505, -0.345], [3.383, -0.856, -1.661], [4.701, -1.469, -1.667], [4.779, -2.522, -0.571], [4.406, -1.932, 0.695], [4.178, -2.866, 1.777], [3.067, -2.356, 2.679], [1.772, -2.601, 2.034], [2.663, -1.455, -2.059], [3.343, -0.013, -2.221], [5.440, -0.692, -1.455], [4.977, -1.933, -2.626], [5.796, -2.929, -0.520], [4.114, -3.367, -0.836], [3.568, -1.383, 0.521], [5.098, -3.019, 2.354], [3.875, -3.858, 1.395], [3.190, -1.279, 2.813], [3.148, -2.806, 3.675], [1.034, -2.010, 2.411], [1.494, -3.560, 2.196], [3.314, 1.222, 4.316], [1.911, 2.288, 5.002], [2.325, 2.481, 6.853], [2.279, 3.998, 4.276], [0.244, 1.691, 4.697], [-1.074, 2.877, 4.383], [-0.914, 3.913, 2.811], [-1.300, 4.140, 5.791], [-2.803, 2.113, 4.211], [-0.230, 0.136, 5.406], [-1.062, 0.228, 7.119], [1.143, -1.138, 5.680], [-1.509, -0.857, 4.360], [-2.622, -1.486, 4.929], [-3.549, -2.143, 4.132], [-3.356, -2.154, 2.762], [-2.226, -1.520, 2.267], [-1.317, -0.912, 3.023], [4.285, 1.674, 4.556], [3.235, 1.160, 3.226], [3.310, 0.205, 4.719], [3.360, 2.810, 7.010], [2.187, 1.534, 7.389], [1.654, 3.216, 7.311], [3.271, 4.318, 4.615], [1.556, 4.764, 4.577], [2.294, 3.960, 3.182], [0.094, 4.312, 2.670], [-1.616, 4.755, 2.835], [-1.158, 3.312, 1.928], [-0.399, 4.747, 5.930], [-1.490, 3.616, 6.735], [-2.139, 4.819, 5.596], [-2.842, 1.369, 3.409], [-3.504, 2.916, 3.951], [-3.163, 1.640, 5.131], [-0.394, 0.788, 7.783], [-1.243, -0.755, 7.571], [-2.012, 0.773, 7.080], [1.935, -0.757, 6.334], [1.606, -1.439, 4.737], [0.714, -2.030, 6.152], [-2.766, -1.437, 6.001], [-4.416, -2.622, 4.575], [-4.055, -2.627, 2.082], [-2.046, -1.492, 1.200], [1.448, 3.159, 0.344], [2.769, 3.010, 0.155], [3.479, 2.041, 0.638], [4.808, 2.199, 0.288], [5.836, 1.329, 0.649], [7.128, 1.604, 0.233], [7.417, 2.729, -0.541], [6.404, 3.601, -0.914], [5.111, 3.326, -0.493], [3.645, 4.220, -0.788], [0.915, 2.397, 0.732], [0.909, 3.793, -0.219], [5.597, 0.440, 1.220], [7.927, 0.926, 0.509], [8.435, 2.923, -0.858], [6.618, 4.474, -1.518], [-3.589, 0.217, -1.970], [-2.808, 0.216, -0.795], [-4.599, -0.167, -1.770], [-3.119, -0.422, -2.727], [-3.690, 1.218, -2.390], [-3.488, 3.534, -1.296], [-2.326, 3.672, -2.092], [-1.226, 2.931, -1.680], [-1.207, 2.043, -0.695], [-2.456, 1.621, -0.170], [-3.556, 2.586, -0.322], [-4.320, 4.220, -1.429], [-2.241, 4.409, -2.879], [-0.258, 3.119, -2.154], [-2.348, 1.279, 0.866], [-4.406, 2.524, 0.349], [-0.888, 4.182, -8.792], [-1.542, 3.040, -8.015], [-2.029, 1.998, -9.032], [-2.752, 3.605, -7.256], [-0.584, 2.394, -7.009], [0.671, 2.924, -6.728], [1.513, 2.369, -5.754], [1.060, 1.267, -5.071], [1.650, 0.566, -4.066], [0.742, -0.479, -3.625], [-0.399, -0.342, -4.528], [-0.185, 0.719, -5.348], [-1.016, 1.259, -6.300], [-1.599, 4.582, -9.520], [0.000, 3.844, -9.333], [-0.593, 5.001, -8.131], [-2.680, 2.471, -9.775], [-2.596, 1.200, -8.553], [-1.184, 1.541, -9.553], [-3.474, 4.045, -7.953], [-2.436, 4.376, -6.550], [-3.258, 2.826, -6.683], [1.020, 3.798, -7.261], [2.482, 2.802, -5.534], [-1.993, 0.820, -6.466], [-0.594, -3.044, -0.195], [0.154, -3.839, -1.222], [-0.776, -3.669, -2.759], [-2.215, -4.072, -2.681], [-2.677, -5.161, -3.414], [-4.005, -5.561, -3.337], [-4.884, -4.874, -2.514], [-4.436, -3.776, -1.790], [-3.113, -3.368, -1.877], [-0.165, -5.609, -0.821], [-1.342, -5.815, 0.090], [-2.480, -6.477, -0.354], [-3.571, -6.651, 0.488], [-3.534, -6.157, 1.784], [-2.401, -5.493, 2.236], [-1.312, -5.327, 1.394], [-0.222, -4.239, -3.510], [-0.612, -2.608, -3.003], [-1.987, -5.696, -4.058], [-4.350, -6.407, -3.921], [-5.920, -5.183, -2.445], [-5.119, -3.220, -1.160], [-2.782, -2.502, -1.319], [0.760, -5.947, -0.351], [-0.286, -6.145, -1.764], [-2.527, -6.837, -1.374], [-4.455, -7.160, 0.121], [-4.389, -6.275, 2.438], [-2.370, -5.078, 3.236], [-0.445, -4.781, 1.743]]}


Total energy, record by record: -133338.752; -21106.422; -69572.936; -123502.276 eV
Frontier orbital gap, record by record: 6.76; 10.56; 3.11; 4.98 eV